{"formula": "C6H15IN3O3", "method": "wB97M-V/def2-TZVPD", "species": ["I", "O", "C", "N", "C", "H", "H", "H", "H", "H", "O", "C", "N", "C", "H", "H", "H", "H", "H", "O", "C", "N", "C", "H", "H", "H", "H", "H"], "xyz": [[21.8640, 28.4751, -8.2217], [18.1325, 32.5849, -8.1611], [19.1156, 31.9371, -8.5259], [19.8314, 31.2493, -7.5903], [19.4874, 31.7801, -9.9833], [20.3441, 30.3805, -7.7791], [19.4535, 31.3065, -6.6599], [18.9182, 32.5371, -10.5208], [19.1651, 30.7943, -10.3156], [20.5444, 31.9440, -10.1830], [24.4334, 33.7572, -8.9781], [23.9065, 32.8272, -8.3448], [23.8644, 31.6005, -8.8699], [23.4264, 33.0031, -6.9244], [23.5458, 30.8093, -8.3242], [24.2148, 31.3784, -9.7820], [23.3745, 32.0615, -6.3855], [22.4176, 33.3862, -7.1208], [23.9901, 33.7921, -6.4407], [23.7689, 28.8237, -3.1398], [23.4610, 28.3577, -4.2243], [24.2744, 28.4074, -5.3092], [22.2888, 27.3834, -4.4009], [23.8601, 28.1970, -6.2124], [24.9974, 29.1110, -5.3208], [21.3436, 27.9019, -4.2424], [22.5072, 26.6003, -3.6771], [22.1993, 26.9908, -5.4110]], "lumo_energy_ha": 0.11135, "gap_ev": 8.235, "e_above_lowest_kcal_mol": 9.3, "total_charge": -1}

***

{"formula": "C6H15N", "method": "wB97M-V/def2-TZVPD", "species": ["C", "C", "C", "C", "C", "N", "C", "H", "H", "H", "H", "H", "H", "H", "H", "H", "H", "H", "H", "H", "H", "H"], "xyz": [[0.7368, 0.1931, 0.0356], [0.4871, -0.2597, -1.4145], [1.5796, -1.2356, -1.8258], [0.2651, 0.9228, -2.3801], [-0.5606, 0.5255, 0.8007], [-0.7401, -0.4043, 1.9173], [-1.7475, 0.1129, 2.8618], [1.3783, 1.0696, 0.0716], [1.2732, -0.6242, 0.5205], [-0.5204, -0.6944, -1.4674], [1.6488, -1.3782, -2.9116], [1.2738, -2.1919, -1.3991], [2.5484, -0.7971, -1.5792], [0.2421, 0.6724, -3.4449], [1.0565, 1.6694, -2.2667], [-0.7489, 1.3222, -2.2695], [-0.6690, 1.5824, 1.0807], [-1.4341, 0.3527, 0.1550], [0.1449, -0.6046, 2.3558], [-2.6588, 0.2999, 2.2955], [-1.3909, 1.1030, 3.1848], [-1.8514, -0.5472, 3.7165]], "lumo_energy_ha": [0.14008, 0.14359], "gap_ev": [2.257, 9.330], "e_above_lowest_kcal_mol": 15.9, "s2": 0.7503, "spin_multiplicity": 2, "total_charge": -1}

***

{"formula": "C6H15N", "method": "wB97M-V/def2-TZVPD", "species": ["C", "C", "C", "N", "C", "C", "C", "H", "H", "H", "H", "H", "H", "H", "H", "H", "H", "H", "H", "H", "H", "H"], "xyz": [[-2.1014, -1.3652, 0.5842], [-2.6929, -0.8666, -0.6890], [-0.7925, -1.8750, 0.6792], [-0.3309, 0.8108, 0.1627], [0.6776, 0.4327, 0.7963], [2.0549, 0.4360, 0.1469], [2.0533, 0.7200, -1.3384], [-1.1632, -0.5652, 0.8773], [-2.7242, -1.6987, 1.4052], [-2.0846, -1.1582, -1.5431], [-3.6740, -1.3063, -0.8795], [-2.8042, 0.2140, -0.6834], [-0.2292, -2.1861, -0.1957], [-0.4390, -2.5342, 1.4623], [1.1054, 3.6022, 0.8819], [0.5633, 0.0205, 1.8259], [1.2752, 4.2782, 0.6145], [2.6579, 1.2298, 0.6160], [2.5711, -0.4715, 0.4856], [3.0510, 0.7605, -1.7681], [1.5012, 1.6189, -1.5976], [1.5254, -0.0966, -1.8430]], "lumo_energy_ha": -0.00992, "gap_ev": 6.436, "e_above_lowest_kcal_mol": 163.0, "total_charge": 0}

***

E_tot values, unit eV, following the record order: -25184.15703, -7953.15428, -7948.69814.